Record 1
{
  "formula": "C48H80F4N16O8S4",
  "method": "ωB97M-V/def2-TZVPD",
  "elements": ["C", "F", "N", "H", "C", "F", "C", "H", "C", "H", "H", "H", "H", "N", "H", "H", "S", "O", "C", "H", "C", "H", "C", "N", "H", "N", "H", "H", "H", "O", "H", "H", "C", "O", "H", "H", "N", "H", "H", "C", "H", "H", "C", "N", "H", "C", "H", "C", "C", "H", "H", "H", "H", "C", "H", "C", "H", "H", "H", "H", "H", "H", "H", "O", "H", "H", "C", "N", "C", "C", "H", "H", "C", "C", "H", "H", "C", "C", "O", "C", "H", "H", "C", "C", "H", "H", "H", "C", "C", "O", "H", "H", "H", "H", "H", "N", "O", "H", "C", "C", "N", "C", "H", "H", "C", "H", "C", "N", "H", "H", "H", "H", "N", "H", "C", "N", "H", "H", "C", "C", "H", "C", "C", "C", "C", "H", "C", "F", "N", "H", "C", "C", "H", "N", "N", "H", "F", "O", "H", "H", "H", "H", "S", "H", "C", "S", "C", "S", "H", "N", "H", "H", "C", "H", "H", "H", "C", "C", "H", "C"],
  "xyz": [[9.333, 22.855, -11.939], [-3.587, 23.371, -18.660], [3.178, 27.113, -14.731], [5.917, 28.749, -11.497], [5.319, 29.818, -18.065], [0.298, 25.912, -18.725], [4.987, 28.965, -10.993], [5.864, 22.569, -17.783], [6.611, 32.817, -18.024], [5.981, 34.671, -14.441], [6.500, 34.878, -17.098], [9.945, 31.717, -7.207], [7.851, 24.317, -13.845], [8.148, 31.686, -8.204], [8.334, 32.683, -10.123], [-3.935, 29.671, -11.675], [-1.169, 25.952, -18.075], [2.043, 25.870, -16.567], [6.327, 22.085, -16.923], [6.274, 23.994, -15.838], [2.343, 24.936, -9.592], [0.614, 22.487, -11.008], [-0.989, 30.621, -20.541], [3.958, 24.673, -11.095], [0.834, 31.594, -17.439], [6.834, 31.602, -17.431], [4.436, 25.802, -9.371], [2.808, 23.378, -12.471], [-2.818, 27.946, -14.734], [-0.914, 26.172, -16.683], [-1.279, 26.163, -13.875], [5.878, 21.093, -16.874], [1.883, 29.534, -15.871], [4.758, 26.602, -16.854], [8.851, 33.084, -6.743], [8.268, 20.429, -12.401], [-1.449, 24.477, -18.528], [1.331, 26.993, -11.978], [6.284, 26.153, -19.279], [-4.494, 28.805, -11.996], [-6.336, 29.020, -9.863], [9.687, 25.648, -18.416], [8.282, 23.616, -19.921], [6.894, 22.443, -14.635], [4.875, 23.742, -22.051], [2.371, 29.272, -10.115], [4.270, 25.004, -21.077], [1.520, 29.158, -19.534], [-2.724, 27.732, -13.669], [-2.941, 25.685, -14.220], [3.184, 30.486, -8.584], [-2.505, 25.791, -12.577], [4.886, 30.186, -17.135], [6.098, 22.930, -15.677], [1.348, 29.429, -9.806], [7.468, 30.797, -7.395], [-2.004, 28.372, -13.160], [6.409, 32.891, -19.082], [-7.269, 27.211, -12.442], [0.972, 31.577, -21.030], [1.654, 28.211, -13.196], [-5.085, 26.451, -14.076], [7.042, 31.054, -15.322], [-1.681, 27.065, -18.846], [-0.963, 29.879, -21.339], [6.320, 20.368, -14.389], [6.783, 25.282, -19.677], [6.771, 33.210, -15.780], [6.699, 33.818, -17.033], [3.888, 28.319, -11.653], [5.362, 28.748, -17.865], [7.249, 22.669, -21.607], [5.174, 24.687, -21.596], [5.993, 30.347, -9.315], [9.735, 33.042, -8.367], [9.597, 23.908, -12.038], [6.773, 30.316, -18.084], [5.244, 24.790, -11.815], [-3.563, 24.695, -16.831], [-0.369, 24.355, -11.373], [9.130, 22.366, -10.986], [-6.392, 30.501, -10.857], [1.436, 28.066, -12.138], [6.981, 31.852, -16.046], [-0.510, 25.316, -10.878], [5.053, 22.916, -15.365], [0.629, 28.754, -11.886], [-2.312, 26.261, -13.541], [3.476, 29.815, -9.379], [-3.879, 25.638, -19.139], [7.978, 30.542, -6.478], [6.614, 31.367, -11.128], [6.264, 25.569, -23.309], [1.344, 28.725, -20.507], [1.814, 25.218, -8.693], [1.673, 29.604, -17.316], [5.659, 26.186, -14.604], [5.688, 26.802, -22.251], [0.307, 31.271, -20.223], [4.804, 29.705, -9.824], [7.927, 24.714, -19.145], [6.824, 31.196, -10.083], [1.603, 30.415, -15.295], [7.024, 30.467, -19.134], [6.684, 33.838, -14.467], [5.776, 29.447, -7.349], [7.331, 23.476, -20.894], [-5.838, 28.645, -11.718], [-1.375, 23.951, -11.481], [6.002, 24.105, -11.436], [8.810, 24.617, -17.262], [5.077, 24.441, -12.835], [1.058, 30.417, -19.249], [-1.519, 30.239, -19.668], [-5.180, 27.209, -13.313], [8.288, 22.446, -12.947], [2.937, 29.343, -15.665], [4.552, 25.937, -23.317], [-6.255, 27.580, -12.491], [7.733, 23.244, -13.888], [4.798, 30.095, -18.982], [7.872, 31.924, -9.508], [6.992, 21.161, -14.094], [7.907, 21.130, -13.139], [3.676, 25.225, -9.877], [0.058, 32.194, -19.698], [2.853, 23.871, -11.511], [5.102, 28.473, -15.265], [2.610, 28.538, -11.254], [7.474, 29.652, -17.579], [1.934, 28.641, -18.334], [8.701, 25.329, -18.081], [1.256, 28.704, -15.546], [6.372, 24.476, -20.738], [-4.085, 27.935, -13.015], [0.080, 23.420, -9.536], [1.194, 25.900, -14.338], [3.193, 24.648, -14.707], [8.116, 26.163, -17.692], [9.091, 22.958, -19.638], [-1.710, 31.357, -20.897], [6.415, 33.103, -13.708], [2.566, 25.862, -15.225], [2.318, 27.661, -18.091], [5.421, 25.831, -22.668], [-3.123, 24.820, -18.197], [-6.663, 29.447, -10.811], [4.684, 26.911, -15.437], [0.060, 24.601, -12.344], [1.839, 24.059, -10.556], [7.340, 22.004, -17.318], [5.545, 25.833, -11.920], [0.480, 23.466, -10.549], [-7.748, 29.343, -10.810], [7.675, 34.198, -14.193], [4.035, 27.819, -12.599], [6.341, 30.159, -7.932], [1.163, 30.681, -17.912], [10.240, 22.379, -12.313], [9.258, 32.487, -7.559]],
  "forces_ev_per_a": [[0.5, -1.2, -1.7], [1.1, 0.7, -0.2], [5.0, 3.4, 0.0], [0.4, 0.4, 0.4], [0.9, -0.6, 1.0], [0.0, -0.1, 0.5], [-2.2, -2.0, -1.3], [-0.6, 0.1, 0.1], [0.7, 1.2, 1.5], [0.0, -0.2, -0.3], [0.2, 0.0, -0.2], [0.2, 0.4, 0.3], [-0.1, -0.1, -0.7], [0.1, 0.7, 0.3], [0.7, 0.1, 0.6], [0.1, -0.2, 0.2], [7.8, 7.0, -1.1], [1.0, 0.1, 1.3], [-0.6, 0.4, -1.3], [0.5, -0.1, 0.0], [1.3, -0.5, -0.2], [-0.3, -0.1, 0.4], [-1.5, -0.2, -1.1], [-2.1, -2.3, -0.9], [0.1, -0.1, 0.0], [0.6, 2.8, 3.8], [-0.3, 0.0, 0.2], [-0.2, -0.1, 0.2], [0.0, 0.5, 0.2], [-0.9, -0.9, -0.4], [0.0, -0.2, 0.1], [0.2, 0.0, 0.2], [0.2, -0.9, -0.1], [-0.6, 0.9, 1.9], [0.1, 0.1, -0.2], [-0.2, -0.5, -0.5], [-3.4, 0.1, 0.7], [-0.6, 0.2, 0.2], [0.0, -0.1, -0.2], [-0.7, 0.1, -1.1], [-0.4, 0.6, 0.5], [-0.2, 0.0, -0.1], [-0.9, 0.4, 0.3], [2.9, 0.9, 3.9], [0.6, 0.0, -0.1], [2.5, -0.3, -0.2], [0.5, -0.1, 0.9], [-0.3, 0.3, 1.7], [-1.0, -0.6, 1.1], [0.2, -0.1, -0.2], [0.2, -0.1, 0.4], [0.3, 0.5, 0.3], [-0.5, 0.4, -0.3], [-1.3, -0.1, -1.9], [0.0, 0.0, -0.1], [-0.1, 0.1, -2.6], [-0.3, 0.3, -0.1], [0.3, 0.2, 0.1], [0.1, 0.0, -0.1], [-0.2, -0.5, -0.2], [0.5, 0.1, 0.3], [-0.5, -0.1, 0.2], [0.2, 0.2, 0.0], [-0.5, -1.8, 1.2], [0.2, -0.2, 0.2], [0.3, 0.0, -0.4], [0.9, -2.9, -1.1], [0.8, -3.2, -2.9], [-1.5, -1.2, -0.4], [0.7, 2.0, 1.0], [-0.3, -0.1, -0.8], [-0.1, 0.2, -0.2], [-0.1, 1.6, -1.3], [2.0, 1.6, 2.8], [0.0, 0.2, 0.4], [-0.7, 0.0, 0.6], [-0.7, -0.2, -0.5], [-0.7, -0.8, -0.8], [2.1, 1.7, -0.2], [-1.2, 1.0, -0.5], [-0.2, 0.8, 0.1], [0.0, -0.2, -0.2], [1.2, 0.6, 0.7], [-1.4, 1.1, -1.9], [0.0, 0.1, 0.2], [-0.2, -0.3, -0.2], [-0.3, -0.7, 0.2], [-0.6, 0.0, -0.5], [-1.5, 0.0, -1.0], [2.7, -0.7, 1.9], [-0.4, 0.3, 0.4], [-0.1, 0.0, 0.0], [0.0, -0.2, -0.1], [0.4, -0.1, 0.1], [-0.2, -0.2, -0.1], [0.2, 0.6, -1.5], [-2.0, 1.7, -1.0], [-0.3, -0.1, 0.4], [0.3, 0.8, 1.1], [-1.0, -0.9, -2.0], [-1.7, 0.8, -1.9], [-0.5, -0.3, 0.4], [-0.3, 0.3, -0.7], [0.7, -0.1, 0.2], [0.9, 0.1, 0.5], [0.0, 0.1, 0.3], [-0.3, 0.2, 0.7], [2.3, -1.3, -2.7], [0.1, -0.2, -0.2], [0.0, 0.4, 0.6], [0.1, -0.1, -0.1], [-0.3, 0.1, -0.1], [-0.2, 1.1, 1.1], [0.4, -0.3, 0.2], [-1.6, -0.9, 0.4], [0.8, 1.3, -0.4], [-0.3, -0.1, -0.1], [0.0, -0.1, 0.2], [1.1, 0.2, -1.1], [-0.5, -2.5, 1.0], [-0.2, -0.1, 0.4], [-1.9, -1.7, 0.8], [-1.7, -0.4, -2.0], [0.7, 1.5, 2.0], [-1.7, -0.1, -0.7], [0.3, 0.1, 0.2], [0.3, 2.8, 2.9], [-0.2, -1.0, -0.1], [-0.1, 0.4, 0.1], [0.0, 0.0, -0.2], [-0.2, 0.1, 0.7], [-0.1, -0.1, 0.5], [0.3, -0.1, 0.3], [1.0, 1.1, 1.9], [-0.7, 2.0, 2.2], [0.5, -0.3, 0.0], [0.8, 0.5, -0.2], [-0.3, 1.3, -0.8], [0.2, 0.1, -0.1], [0.1, 0.2, -0.2], [0.3, 0.3, -0.3], [-0.2, -0.1, -0.3], [-6.3, -7.7, -1.3], [-0.1, 0.1, 0.1], [0.5, -1.3, 0.2], [-9.1, -5.9, -2.4], [1.0, -0.1, 1.8], [3.3, 0.3, 0.8], [-0.1, -0.4, -0.2], [3.7, 0.7, -0.7], [0.4, -0.1, 0.9], [0.1, -0.2, 0.4], [0.7, -0.2, -0.6], [0.2, -0.4, -1.0], [-0.1, 0.2, -0.1], [-0.2, -0.3, 0.1], [0.6, 0.5, -1.0], [-0.2, -0.8, -2.3], [0.2, -0.2, 0.1], [0.0, -1.0, -0.5]],
  "charge": 7,
  "lumo_ev": [-15.3, -16.6],
  "orbital_gap_ev": [5.938, 4.653],
  "spin_multiplicity": 2,
  "e_homo_ev": [-21.2, -21.2]
}

---

Record 2
{
  "formula": "C18H30Br3NO9Zr",
  "method": "ωB97M-V/def2-TZVPD",
  "elements": ["H", "O", "C", "O", "O", "C", "H", "Zr", "Br", "Br", "C", "C", "O", "N", "H", "H", "H", "C", "C", "C", "H", "H", "H", "C", "Br", "C", "C", "H", "C", "H", "C", "H", "H", "O", "H", "H", "H", "H", "H", "O", "C", "H", "H", "H", "C", "H", "O", "H", "O", "H", "H", "H", "H", "O", "H", "H", "H", "C", "C", "H", "C", "C"],
  "xyz": [[4.027, 0.860, 0.225], [-1.622, 2.330, -0.488], [-5.696, -2.402, 0.295], [1.145, 0.934, 0.300], [0.587, 4.187, -2.820], [-2.144, -0.982, 4.150], [1.263, -0.444, -2.982], [-0.080, 2.539, 1.149], [-6.777, -1.866, 1.844], [-5.938, -4.311, 0.001], [0.784, -1.443, 0.120], [2.817, 4.141, -3.469], [-1.456, -1.603, 6.256], [1.623, -0.210, -0.115], [3.919, -1.438, -2.390], [2.680, 0.406, -3.263], [3.522, 4.962, -3.573], [-0.979, -0.883, 5.141], [-3.625, 0.935, -0.364], [2.591, -0.106, -1.193], [-0.923, -0.418, -0.687], [-2.471, -0.027, 3.733], [3.173, -3.500, -1.469], [-0.478, -1.412, -0.759], [-6.429, -1.386, -1.262], [-2.729, -2.020, 6.092], [1.660, -2.738, -0.158], [1.398, 5.603, -4.097], [0.397, -1.423, 1.604], [3.320, 1.931, -0.832], [1.336, 3.823, -1.770], [-1.214, -2.188, -0.551], [3.221, 3.295, -4.023], [-1.761, 1.110, 1.194], [-0.055, -1.228, 4.684], [-4.019, 1.679, -1.055], [-4.291, 0.854, 0.495], [1.092, 4.164, -4.926], [4.535, 0.817, -1.486], [2.605, 3.843, -2.104], [3.687, 0.902, -0.811], [1.346, 1.238, -2.401], [-0.248, -1.516, -1.820], [1.887, -2.558, -2.303], [1.402, 4.521, -3.947], [-0.532, -0.852, 1.677], [-3.168, -1.627, 4.848], [4.055, -1.544, -0.530], [0.923, 3.605, -0.650], [0.913, -3.515, -0.327], [1.160, -0.940, 2.211], [-0.910, 0.141, 5.515], [0.132, -2.441, 1.885], [-3.366, -2.658, 6.848], [2.229, -3.042, 0.720], [-4.651, -2.166, 0.449], [-3.542, -0.028, -0.866], [2.517, -2.628, -1.413], [3.429, -1.455, -1.419], [-1.848, -1.574, 3.280], [1.897, 0.304, -2.507], [-2.320, 1.448, 0.112]],
  "forces_ev_per_a": [[0.1, -0.8, 0.0], [0.2, 0.7, -0.2], [-1.8, -0.1, -0.2], [-1.3, 1.3, 1.7], [-0.8, -0.9, 1.3], [0.5, -0.1, -1.0], [-0.3, -0.1, 0.5], [0.5, -4.3, -5.5], [0.8, -0.1, -0.3], [0.4, 0.6, 0.0], [0.8, -0.7, 0.6], [-0.3, 0.1, -1.7], [0.7, -0.7, 0.4], [-1.2, 0.2, 0.2], [0.5, 0.5, 0.3], [0.1, 0.5, 0.1], [0.0, 0.0, 0.3], [-1.2, 1.2, 0.1], [0.1, 0.6, 0.1], [2.1, -0.4, -1.1], [-0.2, -0.2, 0.2], [-0.2, 0.1, 0.4], [-0.4, -0.3, -0.3], [0.4, 0.7, -0.9], [0.8, -0.5, 0.6], [-0.1, -0.2, -0.8], [-0.9, 0.9, -0.5], [-0.4, 0.1, 0.4], [-0.9, 0.4, -0.8], [0.0, 0.0, -0.5], [0.5, 1.5, -3.4], [0.2, 0.0, 0.5], [0.0, -0.3, 0.5], [1.1, -0.2, 2.8], [0.1, -0.3, 0.6], [-0.1, -0.2, -0.1], [0.0, -0.2, 0.0], [-0.4, -1.0, 0.5], [0.0, 0.0, 0.0], [0.4, -0.7, 1.8], [-0.7, 1.3, 0.3], [0.0, 0.0, 0.0], [0.2, -0.2, 0.0], [-0.1, -0.5, 0.0], [1.4, 1.6, -0.3], [0.1, 0.1, 0.3], [-0.3, 0.0, 0.4], [0.7, 0.1, -0.4], [-0.9, -0.6, 2.2], [0.0, -0.1, 0.2], [0.1, -0.5, 0.2], [0.6, 0.1, -0.3], [0.4, 0.0, 0.4], [0.1, 0.2, 0.1], [0.1, 0.3, 0.0], [-0.1, 0.0, 0.0], [0.1, 0.0, 0.0], [-0.2, -0.7, 0.0], [-1.9, 1.0, 1.4], [-0.2, -0.3, 0.1], [0.5, -0.2, -0.4], [0.7, 1.1, -0.9]],
  "charge": 2,
  "lumo_ev": -8.9,
  "orbital_gap_ev": 4.912,
  "spin_multiplicity": 1,
  "e_homo_ev": -13.8
}

---

Record 3
{
  "formula": "CH4O3",
  "method": "ωB97M-V/def2-TZVPD",
  "elements": ["C", "H", "O", "H", "H", "H", "O", "O"],
  "xyz": [[0.344, -0.739, 0.767], [0.110, -1.621, 1.411], [-0.030, 0.285, 1.321], [-0.480, 0.831, -0.624], [0.865, -0.916, -0.188], [-0.442, 0.520, -2.191], [-0.490, 0.099, -1.355], [0.122, 1.541, 0.860]],
  "forces_ev_per_a": [[0.8, -2.9, 0.5], [0.1, 0.6, -0.7], [-0.5, 0.3, 1.5], [0.2, -0.8, -1.9], [-0.2, 0.9, 0.6], [0.0, 0.8, -1.0], [-0.5, 0.6, 2.0], [0.2, 0.4, -1.1]],
  "charge": 0,
  "lumo_ev": -0.2,
  "orbital_gap_ev": 9.739,
  "spin_multiplicity": 1,
  "e_homo_ev": -10.0
}

---

| no. | electronic energy (eV) |
| --- | --- |
| 1 | -145422.3716 |
| 2 | -250459.9219 |
| 3 | -7238.9925 |